This record from the Open Molecules 2025 dataset describes an isolated ion of composition C5H9N2O and charge +1. The level of theory is the ωB97M-V functional and the def2-TZVPD basis.

The net charge is +1. Its spin multiplicity is 1. The SMILES is C[C@@H]1C(=O)[NH+]=CN1C.

Geometry as XYZ:
```
17
C5H9N2O the ωB97M-V functional and the def2-TZVPD basis
C 0.150 1.791 -0.417
C 0.402 0.547 0.556
C 1.720 -0.179 0.277
O 3.046 0.435 0.231
N 1.493 -1.369 -0.292
C 0.139 -1.558 -0.333
N -0.523 -0.545 0.246
C -1.982 -0.354 0.368
H 0.314 1.224 -1.412
H 0.827 2.536 -0.354
H -0.813 2.260 -0.440
H 0.371 0.751 1.610
H 2.095 -2.126 -0.497
H -0.248 -2.541 -0.537
H -2.356 -0.130 -0.719
H -2.427 -1.250 0.715
H -2.208 0.508 0.996
```

This record from the Open Molecules 2025 dataset describes one molecule with the formula C5H12N2O. The level of theory is the ωB97M-V functional and the def2-TZVPD basis.

The net charge is 0. Its spin multiplicity is 1. The SMILES is C=C(O)N[C@H](C)NC.

Geometry as XYZ:
```
20
C5H12N2O the ωB97M-V functional and the def2-TZVPD basis
C -1.832 1.034 -0.364
C -0.988 1.021 0.713
O -0.749 2.127 1.494
N -0.347 -0.102 1.230
C 0.446 -0.897 0.288
C 1.560 -1.608 1.048
N 1.023 -0.082 -0.787
C 0.327 -0.108 -2.035
H -2.425 1.922 -0.532
H -2.364 0.128 -0.611
H -1.403 2.808 1.303
H 0.208 0.179 2.031
H -0.226 -1.634 -0.169
H 1.146 -2.223 1.844
H 2.242 -0.875 1.479
H 2.122 -2.237 0.363
H 1.027 0.884 -0.426
H -0.798 0.418 -1.736
H 0.104 -1.131 -2.328
H 0.926 0.376 -2.805
```

This record from the Open Molecules 2025 dataset describes a 2-piece molecular cluster, C7H12BrClN3 overall. The level of theory is the ωB97M-V functional and the def2-TZVPD basis.

The net charge is +1. Its spin multiplicity is 1.

Geometry as XYZ:
```
24
C7H12BrClN3 the ωB97M-V functional and the def2-TZVPD basis
C -1.129 0.387 1.634
C -1.634 0.521 0.385
C 0.849 -0.768 0.558
C 0.382 0.175 1.698
C -0.800 0.311 -0.877
C 0.941 -0.172 3.016
C -0.107 -1.146 -3.372
N 0.213 -0.827 -0.510
N -0.514 -2.168 -4.122
N -1.504 -0.030 -2.079
Cl 2.626 -0.483 3.065
Br 0.486 0.388 -4.291
H -1.697 0.546 2.514
H -2.683 0.786 0.259
H 1.545 -1.593 0.802
H 0.811 1.147 1.311
H -0.063 1.169 -0.914
H 0.362 -1.110 3.447
H 0.645 0.746 3.653
H 0.556 -1.228 -2.447
H -1.015 -2.026 -5.090
H -0.411 -3.080 -3.708
H -1.495 0.729 -2.643
H -2.502 -0.425 -1.885
```

This record from the Open Molecules 2025 dataset describes an isolated ion of composition C2H3N2O and charge +1. The level of theory is the ωB97M-V functional and the def2-TZVPD basis.

The net charge is +1. Its spin multiplicity is 1. The SMILES is [H]/N=C\C=[N+]=O.

Geometry as XYZ:
```
8
C2H3N2O the ωB97M-V functional and the def2-TZVPD basis
H 0.394 -1.996 0.177
N 1.069 -1.226 0.069
C 0.899 -0.028 -0.107
C -0.410 0.849 0.021
N -1.477 0.280 -0.034
O -2.414 -0.377 0.043
H 1.899 0.619 -0.246
H 0.038 1.878 0.076
```

This record from the Open Molecules 2025 dataset describes one molecule with the formula C2H4N4O. The level of theory is the ωB97M-V functional and the def2-TZVPD basis.

The net charge is 0. Its spin multiplicity is 1.

Geometry as XYZ:
```
11
C2H4N4O the ωB97M-V functional and the def2-TZVPD basis
C -0.674 0.516 0.496
N -1.831 0.577 -0.199
C 1.821 -0.901 -0.510
N 0.307 -0.566 -1.431
N 0.434 -0.054 -0.321
N -0.475 0.903 1.682
O 1.987 -1.953 0.018
H -2.670 0.823 0.298
H -1.905 0.050 -1.057
H 0.496 0.783 1.956
H 2.511 -0.179 -0.930
```

This record from the Open Molecules 2025 dataset describes one molecule with the formula C3H9ClN2. The level of theory is the ωB97M-V functional and the def2-TZVPD basis.

The net charge is 0. Its spin multiplicity is 1. The SMILES is CN(C)N(C)Cl.

Geometry as XYZ:
```
15
C3H9ClN2 the ωB97M-V functional and the def2-TZVPD basis
C 0.552 -1.544 -0.714
N 0.472 -0.269 -0.193
C 0.753 -0.221 1.162
N -0.761 0.347 -0.610
C -0.862 1.838 -0.514
Cl -2.194 -0.516 0.151
H 1.658 -1.745 -0.895
H 0.291 -2.148 0.120
H 0.029 -1.608 -1.648
H 1.565 -0.977 1.443
H 1.092 0.760 1.459
H -0.180 -0.574 1.785
H -1.184 2.208 0.449
H 0.159 2.226 -0.643
H -1.390 2.221 -1.352
```

ΔE to the lowest compared entry with this formula, charge and spin (eV)
3.1542 3.0091 0.9436 5.2173 3.9251 2.7163
Energy (a.u.)
-380.33589 -382.39195 -3472.05615 -262.28598 -372.75608 -689.29464
Largest force on an atom (eV Å⁻¹)
12.0 3.9 4.8 3.1 0.5 4.9